(1)
C19H32AuN4O8PS | ωB97M-V with the def2-TZVPD basis set

Element x y z (Å)
Au 1.26 0.00 0.15
S -7.56 -2.35 -1.26
P 1.82 -2.79 -0.26
O -7.81 -1.86 -2.62
O 0.68 -3.32 0.74
O 1.62 2.72 -0.85
O 3.41 -0.09 0.46
O -8.67 -2.76 -0.42
O -6.37 -3.22 -1.20
O 0.91 -2.69 -1.57
O 2.64 -4.10 -0.71
N 3.89 0.96 2.46
N -5.59 -0.73 -0.46
N -7.78 0.16 -0.29
N -0.76 0.08 0.13
C -2.76 1.21 0.89
C -5.04 0.35 0.07
C 0.95 3.22 -2.00
C 3.39 -5.01 0.14
C 5.00 1.39 3.30
C 4.18 0.31 1.35
C -7.24 1.24 0.31
C 1.57 -2.24 -2.80
C -1.55 -0.84 -0.50
C -6.91 -0.79 -0.61
C -3.58 0.33 0.16
C -0.56 3.13 -1.76
C -1.37 1.07 0.85
C 3.03 2.96 -0.89
C -2.92 -0.72 -0.50
C 2.55 1.36 2.87
C 3.79 2.15 -1.94
C 0.44 -2.83 2.10
C -5.88 1.42 0.46
H 5.25 0.12 1.18
H 4.68 1.66 4.31
H 5.51 2.27 2.89
H -1.05 -1.65 -1.02
H -0.84 3.62 -0.83
H -0.89 2.08 -1.74
H -1.08 3.66 -2.58
H -3.53 -1.49 -0.98
H -5.45 2.36 0.85
H -7.97 1.99 0.63
H 2.51 1.36 3.97
H -0.64 -2.63 2.18
H 5.73 0.56 3.36
H 1.02 -1.94 2.35
H 2.33 2.36 2.48
H -0.74 1.79 1.38
H 3.03 -6.02 -0.07
H 1.24 4.27 -2.19
H 1.81 0.64 2.47
H 0.77 -2.05 -3.52
H 4.44 -4.97 -0.16
H 0.68 -3.66 2.79
H 3.21 4.03 -1.00
H 2.19 -3.06 -3.17
H 2.21 -1.36 -2.68
H 1.19 2.63 -2.87
H 3.27 -4.80 1.21
H -3.16 2.03 1.50
H 3.42 2.64 0.08
H 4.86 2.33 -1.80
H 3.62 1.08 -1.84
H 3.57 2.45 -2.97

Summary:
- Charge: 0
- Relative energy (zero: lowest compared OMol25 entry of this formula, charge and spin): 0.00 kcal/mol
- HOMO-LUMO gap: 0.2241 Ha
- Electronic energy: -2439.30423 Eh
- LUMO level: -0.921 eV
- Largest force on an atom: 0.04738 hartree/bohr
- HOMO: -7.019 eV

(2)
C24H26N4OsSi | ωB97M-V with the def2-TZVPD basis set

Element x y z (Å)
Os -0.05 -0.06 -0.41
Si -0.27 -1.53 -5.26
N 0.84 -2.99 2.57
N -1.40 -1.68 -0.01
N -1.96 -3.57 0.98
N 0.94 -1.31 1.10
C -0.95 1.19 1.08
C -2.55 0.13 -5.29
C 3.38 -0.31 -6.63
C 0.16 -0.95 -2.29
C 2.09 -0.37 -6.09
C 0.46 1.40 1.06
C 0.24 -2.37 1.51
C -1.02 -2.59 0.89
C 3.12 -2.63 -7.40
C -2.62 -2.07 -0.50
C -1.25 0.13 -7.34
C 2.05 -1.23 1.94
C -2.98 -3.23 0.09
C -0.33 1.83 -1.07
C -3.36 1.17 -5.79
C -3.07 1.71 -7.07
C 1.83 -2.67 -6.84
C 2.00 -2.27 2.83
C -1.45 1.47 -0.24
C 3.89 -1.44 -7.30
C -2.03 1.17 -7.85
C 0.85 1.81 -0.25
C -1.43 -0.33 -6.01
C 1.31 -1.55 -6.19
H -0.47 -0.33 -7.96
H 3.95 0.63 -6.57
H 2.80 -0.46 1.91
H -0.90 -0.76 -2.49
H 1.13 1.31 1.92
H -2.76 -0.35 -4.33
H 1.87 2.02 -0.59
H 0.36 -1.09 -3.97
H -3.66 2.56 -7.44
H -0.82 -2.79 -4.39
H 0.97 -0.21 -2.55
H 1.21 -3.57 -6.91
H 4.88 -1.38 -7.77
H -3.85 -3.83 -0.04
H -2.49 1.43 -0.56
H 1.67 0.50 -5.58
H -1.81 1.59 -8.85
H -0.38 2.08 -2.12
H -4.18 1.59 -5.19
H 0.45 -1.95 -1.96
H -3.17 -1.51 -1.26
H -1.55 0.91 1.94
H 0.49 -3.84 3.02
H -1.90 -4.41 1.56
H 2.66 -2.51 3.65
H 3.53 -3.48 -7.95

Summary:
- Charge: +2
- HOMO-LUMO gap (spin up / spin down): 0.1554 / 0.0731 Ha
- Spin multiplicity: 5
- Electronic energy: -1528.47904 Eh
- LUMO level (spin up / spin down): -5.939 / -10.337 eV
- Largest force on an atom: 0.12868 hartree/bohr
- HOMO (spin up / spin down): -10.169 / -12.325 eV

(3)
C2HNiO3 | ωB97M-V with the def2-TZVPD basis set

Element x y z (Å)
Ni 1.67 0.14 -0.11
O -0.96 0.96 0.92
O 0.47 -1.46 0.30
O -0.53 0.60 -1.17
C -1.08 0.17 -0.16
C -0.78 -1.36 0.24
H -1.22 1.87 0.70

Summary:
- Charge: +1
- Relative energy (zero: lowest compared OMol25 entry of this formula, charge and spin): 25.34 kcal/mol
- HOMO-LUMO gap (spin up / spin down): 0.3330 / 0.2761 Ha
- Spin multiplicity: 3
- Electronic energy: -1810.39007 Eh
- LUMO level (spin up / spin down): -6.186 / -7.275 eV
- Largest force on an atom: 0.10624 hartree/bohr
- HOMO (spin up / spin down): -15.248 / -14.788 eV